(A)
Molecular formula: H19O9
Method: DFT, ωB97M-V/def2-TZVPD

Computed properties:
total charge: +1
orbital gap: 11.08 eV
lowest unoccupied orbital energy: -3.2454 eV

```
28
H19O9 ωB97M-V/def2-TZVPD
O 0.55 -3.51 0.95
H 0.85 -3.34 1.85
H -1.43 2.34 -0.78
O 1.83 -0.32 3.19
H 2.56 -0.13 2.59
O -0.81 -0.31 -3.34
H 3.44 0.40 0.47
H -1.17 -0.25 -2.45
O 2.61 0.15 0.07
H 1.27 -3.81 0.41
H 2.31 -0.18 4.01
O -0.51 2.17 -1.10
H 2.50 -1.15 -2.95
H 0.17 1.89 0.18
O 2.38 -0.39 -2.35
H 1.41 -0.56 -2.41
H -0.71 1.35 -1.57
O -3.92 -0.09 1.65
H -1.35 -1.03 -3.70
H -3.01 0.72 -0.08
O 0.89 1.62 0.90
H 2.46 -0.33 -0.81
H -4.29 -0.53 0.88
O -3.09 1.62 -0.39
H -3.65 -0.82 2.22
H 1.77 0.97 0.57
H 0.47 1.32 1.71
H -3.51 2.17 0.28
```

(B)
Molecular formula: H19O9
Method: DFT, ωB97M-V/def2-TZVPD

Computed properties:
total charge: +1
orbital gap: 10.64 eV
lowest unoccupied orbital energy: -3.5639 eV

```
28
H19O9 ωB97M-V/def2-TZVPD
O 0.69 -0.83 0.59
H 0.46 -0.86 1.56
H 0.70 0.13 0.36
H -0.02 -1.32 0.10
O -1.16 -1.98 2.34
H -1.37 -2.12 3.26
H -1.78 -1.36 1.97
O -1.05 -1.96 -1.34
H -1.79 -1.48 -1.79
H -1.44 -2.83 -1.42
O -1.97 0.52 0.83
H -2.42 1.09 1.44
H -2.60 0.37 0.16
O 1.07 2.01 0.61
H 0.34 2.03 -0.03
H 1.90 1.64 0.23
O 0.55 1.02 3.19
H -0.19 0.64 3.59
H 0.19 1.53 2.45
O 2.84 0.52 -0.90
H 2.39 0.58 -1.76
H 3.71 0.86 -1.04
O -0.47 1.90 -1.56
H 0.13 2.41 -2.10
H -1.29 2.40 -1.41
O 0.95 -1.92 -3.31
H 0.36 -1.90 -2.55
H 1.29 -1.08 -3.48
```

(C)
Molecular formula: H19O9
Method: DFT, ωB97M-V/def2-TZVPD

Computed properties:
total charge: +1
orbital gap: 11.50 eV
lowest unoccupied orbital energy: -2.9347 eV

```
28
H19O9 ωB97M-V/def2-TZVPD
O 2.21 2.78 -0.49
H 3.04 2.75 -0.01
H 2.42 3.04 -1.40
O 1.41 1.03 1.55
H 0.82 -1.15 2.03
O -1.75 2.51 -3.01
H -0.87 2.90 -3.14
H -1.87 1.87 -3.72
O 3.19 -2.08 -0.76
H 3.82 -2.73 -0.41
H 3.31 -1.45 -0.04
O 0.05 -0.97 2.59
H -1.26 -0.96 1.94
H 0.31 -0.16 3.03
O 0.51 -2.35 -0.63
H 1.28 -2.04 -1.15
H 0.38 -3.19 -1.10
O -2.55 1.63 0.67
H -3.47 1.86 0.83
H -2.50 1.71 -0.30
O -1.97 -1.55 -0.69
H -1.01 -1.82 -0.90
H -2.38 -2.43 -0.80
O -2.23 -0.77 1.63
H -2.36 0.16 1.25
H -2.12 -1.14 0.52
H 2.34 0.86 1.67
H 1.25 1.69 0.87
```

(D)
Molecular formula: H19O9
Method: DFT, ωB97M-V/def2-TZVPD

Computed properties:
total charge: +1
orbital gap: 10.21 eV
lowest unoccupied orbital energy: -3.3019 eV

```
28
H19O9 ωB97M-V/def2-TZVPD
O 0.26 0.16 -1.62
H 0.61 0.24 -0.78
H -1.60 -0.60 1.30
O 2.08 -1.59 -0.65
H 2.53 -0.89 -1.29
O -1.68 1.16 -0.86
H 1.25 -2.04 -3.27
H -2.11 0.40 -0.56
O 0.86 -1.12 -3.58
H -0.82 1.33 -0.39
H 2.82 -2.22 -0.61
O -2.38 0.19 3.71
H -2.78 -2.94 0.35
H -2.15 0.99 4.14
O -2.93 -2.51 -0.54
H -3.66 -2.96 -0.91
H -2.62 -0.60 4.07
O 2.94 1.97 2.85
H 0.24 -0.83 -1.85
H 2.45 1.14 3.05
O 2.36 3.38 0.42
H 0.39 -0.85 -4.35
H 2.28 2.41 2.23
O -1.37 -0.73 0.35
H 2.30 4.09 -0.21
H 3.25 3.31 0.44
H -1.43 0.72 -1.82
H -1.06 -1.61 0.41
```

The structure shown above that is least stable: (D).